Record 1
This record from the OMol25 dataset describes C20H25BrF3INO4 as an isolated structure at a distorted geometry. The level of theory is ωB97M-V with the def2-TZVPD basis set.

XYZ file:
```
55
Properties=species:S:1:pos:R:3:forces:R:3:nbo_charge:R:1
I -2.74492 0.85536 -3.02845 -0.369 -0.022 0.883 0.086
Br 3.15324 -3.31591 -1.30700 -0.347 0.150 -0.360 -0.148
F -5.55442 0.34774 1.13885 0.636 -2.028 0.268 -0.329
F -4.83549 -1.77978 0.62673 -0.114 2.257 1.020 -0.329
F -5.20068 -1.23949 2.73915 0.074 1.068 -1.914 -0.350
O -1.91244 -2.98001 0.64954 -0.409 0.857 -0.923 -0.543
O 1.35768 -2.79151 0.65671 -0.429 0.755 -1.214 -0.509
O -0.71659 -0.43646 -4.63721 -0.943 -1.271 3.852 -0.797
O -1.12029 -2.54273 -4.10297 -0.509 0.301 2.173 -0.701
N -2.33307 -1.90203 -1.48160 -0.071 0.531 -0.028 -0.745
C -0.39098 -0.60435 -1.19901 -0.957 1.840 -1.840 -0.034
C -1.10485 -1.34735 -3.75037 1.627 0.473 -4.463 0.669
C 0.51778 -1.86695 -1.52688 1.196 -0.535 -0.455 -0.622
C 1.46213 -2.52701 -0.49686 -0.160 -0.311 0.858 0.623
C -1.86067 -2.02501 -0.07924 0.425 1.720 -0.516 0.754
C -2.53605 0.26308 0.39427 -1.718 0.186 -0.072 -0.443
C -0.34662 0.87746 2.37252 0.135 0.605 1.473 -0.396
C 4.93910 0.79879 0.60149 -0.697 -0.133 0.754 -0.614
C 2.96429 0.36727 -1.12639 1.036 0.704 0.879 -0.434
C -0.25347 -0.35992 1.43536 0.829 -1.409 -0.073 -0.449
C 3.57590 -0.01360 0.31751 1.203 0.237 -0.291 -0.411
C -3.28912 -0.20314 1.75630 1.100 0.398 -0.176 -0.510
C 1.92071 3.82783 2.03760 0.246 0.490 -0.848 -0.275
C 0.30693 0.74149 -1.66117 0.314 0.551 0.794 -0.451
C -4.74527 -0.70777 1.51402 0.842 -0.353 1.371 0.985
C 0.88801 3.19425 2.05215 -1.226 -0.901 -0.977 -0.013
C -1.57252 -0.87996 -2.26996 0.511 -0.999 0.635 0.034
C -1.20727 -0.56231 0.19681 0.210 -1.486 -0.342 -0.140
C 1.64488 1.21563 -0.97441 0.035 0.534 -0.245 -0.408
C -0.39385 2.33799 1.75467 0.605 0.469 -0.112 -0.487
H 3.86025 -1.09574 0.40609 -0.535 0.914 -0.273 0.217
H -3.33268 -1.70115 -1.58522 0.352 -0.962 0.187 0.411
H 4.70937 1.77758 1.12281 0.211 -0.939 -0.700 0.199
H -0.42691 1.57302 -1.39463 0.731 -1.041 -0.686 0.214
H -0.35349 -1.29683 2.07841 0.140 1.172 -0.639 0.248
H -2.43246 1.38932 0.34492 0.092 -1.357 0.287 0.232
H -0.49543 2.23743 0.62766 0.307 0.459 1.350 0.247
H -3.36493 0.06007 -0.35444 1.632 0.259 0.347 0.249
H 0.57719 0.85939 3.04002 -1.105 -0.199 -0.859 0.229
H -1.32136 2.88040 2.12214 1.244 -0.511 -0.422 0.234
H 1.15406 -1.56145 -2.41764 -0.842 -0.427 1.116 0.289
H -3.25677 0.69217 2.45161 -0.715 -1.242 -0.650 0.238
H 3.76199 1.05722 -1.55939 -1.098 -0.868 0.271 0.204
H 2.93351 -0.50362 -1.83225 -0.255 0.744 0.836 0.225
H -0.04885 -2.78217 -1.91684 0.329 1.205 0.475 0.332
H 2.88664 0.22968 1.17108 0.412 -0.295 -0.945 0.198
H 1.47959 1.41213 0.11977 0.169 -0.225 -1.072 0.197
H 2.78866 4.45838 1.72668 -1.257 -1.039 0.922 0.248
H 5.49864 1.03328 -0.34438 -0.399 -0.457 0.973 0.202
H -2.73253 -1.03546 2.27969 -0.674 0.804 -0.693 0.254
H 0.46773 0.73274 -2.78394 -0.483 -0.166 1.212 0.273
H 5.56427 0.20116 1.34004 -0.507 0.764 -1.080 0.204
H 1.86035 2.24467 -1.41817 -0.397 -1.221 0.517 0.210
H -1.20379 0.80599 3.11845 0.944 -0.114 -1.059 0.203
H 0.81484 -0.40983 1.05538 -1.372 0.062 0.472 0.230
```
Forces are in eV/Å.

energy	-117118.702	eV
HOMO-LUMO gap	7.07	eV
E_LUMO	2.36	eV
charge	-1

Record 2
This record from the OMol25 dataset describes C10H18F2N2O6S2 as an isolated structure at a distorted geometry. The level of theory is ωB97M-V with the def2-TZVPD basis set.

XYZ file:
```
40
Properties=species:S:1:pos:R:3:forces:R:3:nbo_charge:R:1
S 1.78688 -1.82460 0.16417 0.312 -1.424 0.941 2.530
S 2.97144 -4.18135 0.50537 0.707 -1.620 0.587 2.509
F 4.47176 -4.49695 0.90260 -0.231 0.400 -0.085 -0.492
F 1.44618 -2.35726 -1.30741 -0.123 0.086 -0.294 -0.530
O -3.48522 0.35188 3.46729 0.351 0.226 -0.189 -0.598
O 2.03489 -0.43323 -0.07664 3.039 -1.828 1.774 -0.973
O -1.65177 0.78007 2.20205 0.240 0.186 1.011 -0.532
O 2.83736 -4.73436 -0.80095 -0.069 0.357 -0.208 -0.928
O 2.20601 -4.75146 1.56127 -0.097 0.361 -0.008 -0.911
O 0.60806 -2.15090 0.90338 0.174 0.254 -0.259 -0.926
N 3.09168 -2.59193 0.54054 -0.681 0.651 -0.520 -1.200
N 0.88062 -0.31992 -3.12541 -0.517 0.089 0.201 -0.402
C -2.51578 -0.01709 2.85486 -0.489 -0.107 0.347 0.806
C -1.80658 2.18282 2.15259 0.079 0.571 -0.457 -0.076
C -2.05723 -1.41119 2.60917 -0.151 0.217 -0.357 -0.724
C -0.21997 2.02430 -0.45449 0.234 0.047 -0.640 -0.382
C -1.66593 1.61768 -0.21353 0.035 0.336 -0.583 -0.408
C 1.99517 0.24376 -2.88319 0.096 -0.267 -0.118 0.327
C -0.21104 0.37538 -2.41307 0.075 0.831 -0.199 -0.239
C 1.86415 1.35182 -1.89925 0.322 -0.885 -0.455 -0.482
C 0.53491 0.96045 -1.22867 -1.160 1.072 -0.580 -0.259
C -2.36963 2.53213 0.78434 0.331 0.004 -0.067 -0.418
H -2.18979 1.61654 -1.16677 -0.178 0.052 -0.150 0.193
H 2.76012 1.26304 -1.29544 -0.054 0.587 0.409 0.277
H -1.64447 0.60210 0.16051 -0.277 -0.196 -0.140 0.228
H -2.11164 3.56495 0.56048 0.008 0.241 -0.020 0.203
H 0.72412 -1.11880 -3.72182 0.230 -0.105 -0.086 0.444
H -1.03742 -1.32399 2.27280 0.345 -0.577 0.182 0.262
H -1.07365 -0.22493 -2.18058 -0.023 -0.481 -0.067 0.243
H -0.17665 2.97453 -0.98600 -0.082 0.306 -0.027 0.188
H -0.79636 2.57440 2.16725 0.263 -0.003 0.272 0.179
H 0.30955 2.14786 0.48116 0.110 0.164 0.290 0.215
H -3.44873 2.47747 0.71815 -0.256 -0.341 0.134 0.218
H 2.89457 -0.11799 -3.35265 0.236 -0.013 -0.078 0.232
H -2.32113 2.62259 2.99461 -0.462 -0.284 0.209 0.214
H -2.21228 -2.06682 3.44874 0.013 -0.134 0.253 0.240
H -2.63037 -1.77090 1.75931 -0.172 -0.252 -0.095 0.235
H 0.81249 0.16290 -0.53964 -1.480 1.038 -0.818 0.298
H -0.47554 1.19543 -3.08027 -0.586 0.032 -0.229 0.197
H 1.87124 2.27159 -2.48486 -0.114 0.410 0.122 0.243
```
Forces are in eV/Å.

energy	-53030.160	eV
HOMO-LUMO gap	8.58	eV
E_LUMO	-1.18	eV
charge	0

Question: What is the E_LUMO in the second record?
Answer: -1.18 eV

Question: What is the E_LUMO in the second record?
Answer: -1.18 eV

Question: energy of number 1 (C20H25BrF3INO4)?
Answer: -117118.702 eV

Please write out number 2 again, unchanged.
This record from the OMol25 dataset describes C10H18F2N2O6S2 as an isolated structure at a distorted geometry. The level of theory is ωB97M-V with the def2-TZVPD basis set.

XYZ file:
```
40
Properties=species:S:1:pos:R:3:forces:R:3:nbo_charge:R:1
S 1.78688 -1.82460 0.16417 0.312 -1.424 0.941 2.530
S 2.97144 -4.18135 0.50537 0.707 -1.620 0.587 2.509
F 4.47176 -4.49695 0.90260 -0.231 0.400 -0.085 -0.492
F 1.44618 -2.35726 -1.30741 -0.123 0.086 -0.294 -0.530
O -3.48522 0.35188 3.46729 0.351 0.226 -0.189 -0.598
O 2.03489 -0.43323 -0.07664 3.039 -1.828 1.774 -0.973
O -1.65177 0.78007 2.20205 0.240 0.186 1.011 -0.532
O 2.83736 -4.73436 -0.80095 -0.069 0.357 -0.208 -0.928
O 2.20601 -4.75146 1.56127 -0.097 0.361 -0.008 -0.911
O 0.60806 -2.15090 0.90338 0.174 0.254 -0.259 -0.926
N 3.09168 -2.59193 0.54054 -0.681 0.651 -0.520 -1.200
N 0.88062 -0.31992 -3.12541 -0.517 0.089 0.201 -0.402
C -2.51578 -0.01709 2.85486 -0.489 -0.107 0.347 0.806
C -1.80658 2.18282 2.15259 0.079 0.571 -0.457 -0.076
C -2.05723 -1.41119 2.60917 -0.151 0.217 -0.357 -0.724
C -0.21997 2.02430 -0.45449 0.234 0.047 -0.640 -0.382
C -1.66593 1.61768 -0.21353 0.035 0.336 -0.583 -0.408
C 1.99517 0.24376 -2.88319 0.096 -0.267 -0.118 0.327
C -0.21104 0.37538 -2.41307 0.075 0.831 -0.199 -0.239
C 1.86415 1.35182 -1.89925 0.322 -0.885 -0.455 -0.482
C 0.53491 0.96045 -1.22867 -1.160 1.072 -0.580 -0.259
C -2.36963 2.53213 0.78434 0.331 0.004 -0.067 -0.418
H -2.18979 1.61654 -1.16677 -0.178 0.052 -0.150 0.193
H 2.76012 1.26304 -1.29544 -0.054 0.587 0.409 0.277
H -1.64447 0.60210 0.16051 -0.277 -0.196 -0.140 0.228
H -2.11164 3.56495 0.56048 0.008 0.241 -0.020 0.203
H 0.72412 -1.11880 -3.72182 0.230 -0.105 -0.086 0.444
H -1.03742 -1.32399 2.27280 0.345 -0.577 0.182 0.262
H -1.07365 -0.22493 -2.18058 -0.023 -0.481 -0.067 0.243
H -0.17665 2.97453 -0.98600 -0.082 0.306 -0.027 0.188
H -0.79636 2.57440 2.16725 0.263 -0.003 0.272 0.179
H 0.30955 2.14786 0.48116 0.110 0.164 0.290 0.215
H -3.44873 2.47747 0.71815 -0.256 -0.341 0.134 0.218
H 2.89457 -0.11799 -3.35265 0.236 -0.013 -0.078 0.232
H -2.32113 2.62259 2.99461 -0.462 -0.284 0.209 0.214
H -2.21228 -2.06682 3.44874 0.013 -0.134 0.253 0.240
H -2.63037 -1.77090 1.75931 -0.172 -0.252 -0.095 0.235
H 0.81249 0.16290 -0.53964 -1.480 1.038 -0.818 0.298
H -0.47554 1.19543 -3.08027 -0.586 0.032 -0.229 0.197
H 1.87124 2.27159 -2.48486 -0.114 0.410 0.122 0.243
```
Forces are in eV/Å.

energy	-53030.160	eV
HOMO-LUMO gap	8.58	eV
E_LUMO	-1.18	eV
charge	0